[1]
An isolated ion of composition C10H16NO5S and charge +1, computed with ωB97M-V/def2-TZVPD.

Computed properties:
- Orbital gap: 0.326 hartree
- DFT total energy: -1219.43158 Ha
- Total charge: +1
- LUMO energy: -4.5 eV
- ΔE to the lowest compared entry with this formula, charge and spin: 0.0 kcal/mol
- Strongest force on any atom: 1.83 eV/Å
- Structure (SMILES): O=S(=O)(O)CCCC[n+]1ccccc1COO

Positions of all 33 atoms, in Å:
O  -1.550  -3.748  2.932
S  -1.340  -3.082  1.687
O  -1.958  -3.755  0.583
O  0.248  -2.904  1.396
C  -1.896  -1.373  1.823
C  -1.078  -0.422  0.891
C  0.027  0.266  1.739
C  1.308  0.602  0.939
N  1.029  1.484  -0.216
C  0.893  2.799  0.045
C  0.602  3.696  -0.949
C  0.432  3.247  -2.270
C  0.593  1.887  -2.516
C  0.895  1.020  -1.474
C  1.054  -0.455  -1.837
O  -0.240  -0.883  -2.271
O  -0.283  -2.279  -2.124
H  0.637  -3.796  1.369
H  -1.719  -1.098  2.874
H  -2.970  -1.357  1.603
H  -0.700  -0.961  0.016
H  -1.803  0.344  0.567
H  0.343  -0.441  2.525
H  -0.370  1.153  2.256
H  1.963  1.163  1.627
H  1.860  -0.306  0.684
H  1.017  3.196  1.053
H  0.476  4.759  -0.746
H  0.172  3.920  -3.088
H  0.469  1.476  -3.520
H  1.357  -1.107  -1.011
H  1.728  -0.527  -2.710
H  -1.193  -2.520  -1.877

The natural (NBO) scheme yields these atomic charges, measured in e: -0.91, 2.34, -0.93, -0.91, -0.66, -0.43, -0.42, -0.22, -0.27, 0.08, -0.22, -0.08, -0.20, 0.26, -0.13, -0.29, -0.44, 0.53, 0.25, 0.28, 0.23, 0.23, 0.24, 0.22, 0.24, 0.24, 0.25, 0.26, 0.26, 0.26, 0.23, 0.22, 0.49

---

[2]
One molecule with the formula C3H4F3N, computed with ωB97M-V/def2-TZVPD.

Computed properties:
- Orbital gap: 0.378 hartree
- DFT total energy: -470.99219 Ha
- Total charge: 0
- LUMO energy: 0.6 eV
- ΔE to the lowest compared entry with this formula, charge and spin: 37.9 kcal/mol
- Strongest force on any atom: 2.65 eV/Å
- Structure (SMILES): NCC(F)=C(F)F

Positions of all 11 atoms, in Å:
C  0.623  -0.337  0.498
C  -0.358  0.444  -0.348
C  -1.387  1.232  0.063
N  1.322  -1.538  0.048
F  0.033  0.564  -1.651
F  -2.029  1.186  1.257
F  -2.207  1.944  -0.727
H  1.406  0.473  0.722
H  -0.160  -0.475  1.352
H  2.062  -1.346  -0.719
H  0.694  -2.148  -0.496

The natural (NBO) scheme yields these atomic charges, measured in e: -0.28, 0.22, 0.64, -0.81, -0.33, -0.31, -0.30, 0.22, 0.22, 0.37, 0.36

---

[3]
C12H7F5NO5SV as an isolated structure, computed with ωB97M-V/def2-TZVPD.

Computed properties:
- Orbital gap (alpha / beta): 0.301 / 0.314 hartree
- 2S+1: 3
- DFT total energy: -2734.00861 Ha
- Total charge: 0
- LUMO energy (alpha / beta): -1.4 / -1.2 eV
- ΔE to the lowest compared entry with this formula, charge and spin: 13.1 kcal/mol
- Strongest force on any atom: 0.74 eV/Å

Positions of all 32 atoms, in Å:
V  -0.273  -2.597  0.038
O  0.256  -5.960  -0.824
S  -0.727  -5.135  -0.208
O  -1.960  -5.709  0.215
O  -1.006  -3.880  -1.112
O  -0.104  -4.266  0.945
F  3.350  3.487  0.473
C  2.718  2.317  0.561
C  2.751  1.427  -0.499
F  3.400  1.743  -1.619
C  2.083  0.228  -0.391
F  2.051  -0.620  -1.434
C  1.371  -0.130  0.752
O  0.721  -1.286  0.808
C  1.350  0.785  1.800
F  0.660  0.494  2.904
C  2.014  1.994  1.708
F  1.967  2.861  2.717
N  -1.339  -1.198  -1.231
C  -1.434  0.170  -0.771
C  -0.824  1.192  -1.476
C  -0.853  2.485  -0.970
C  -1.493  2.751  0.230
C  -2.113  1.720  0.925
C  -2.080  0.428  0.429
H  -0.876  -1.248  -2.136
H  -2.261  -1.608  -1.371
H  -0.314  0.981  -2.410
H  -0.370  3.283  -1.519
H  -1.510  3.758  0.625
H  -2.611  1.919  1.864
H  -2.542  -0.386  0.977

The natural (NBO) scheme yields these atomic charges, measured in e: 1.54, -0.92, 2.55, -0.92, -0.96, -0.94, -0.28, 0.27, 0.27, -0.28, 0.28, -0.30, 0.19, -0.71, 0.34, -0.29, 0.27, -0.28, -0.84, 0.11, -0.25, -0.19, -0.21, -0.20, -0.20, 0.41, 0.42, 0.22, 0.23, 0.23, 0.23, 0.21

---

[4]
Cl4NaO16 as an isolated structure, computed with ωB97M-V/def2-TZVPD.

Computed properties:
- Orbital gap: 0.276 hartree
- DFT total energy: -3205.96584 Ha
- Total charge: -3
- LUMO energy: 6.3 eV
- ΔE to the lowest compared entry with this formula, charge and spin: 0.0 kcal/mol
- Strongest force on any atom: 3.67 eV/Å

Positions of all 21 atoms, in Å:
Na  0.003  -0.142  -0.585
Cl  1.528  1.249  -3.471
O  1.626  2.673  -3.433
O  2.349  0.613  -2.446
O  0.166  0.899  -3.148
O  1.920  0.739  -4.767
Cl  -2.898  -1.858  -0.501
O  -1.653  -2.585  -0.594
O  -3.903  -2.489  -1.304
O  -3.275  -1.944  0.837
O  -2.687  -0.539  -0.952
Cl  0.955  -2.183  2.779
O  1.292  -1.210  3.763
O  -0.462  -2.338  2.903
O  1.279  -1.687  1.428
O  1.623  -3.420  2.985
Cl  0.411  2.865  1.303
O  0.459  2.313  2.646
O  -0.725  2.329  0.489
O  0.330  4.257  1.272
O  1.663  2.457  0.795

The natural (NBO) scheme yields these atomic charges, measured in e: 0.96, 2.55, -0.86, -0.89, -0.90, -0.89, 2.60, -0.91, -0.92, -0.87, -0.89, 2.57, -0.88, -0.88, -0.91, -0.89, 2.56, -0.87, -0.90, -0.89, -0.89

---

[5]
C2F3GdNO5S2 as an isolated structure, computed with ωB97M-V/def2-TZVPD.

Computed properties:
- Orbital gap (alpha / beta): 0.151 / 0.159 hartree
- 2S+1: 9
- DFT total energy: -2368.61151 Ha
- Total charge: 0
- LUMO energy (alpha / beta): -1.7 / -3.7 eV
- ΔE to the lowest compared entry with this formula, charge and spin: 84.4 kcal/mol
- Strongest force on any atom: 3.64 eV/Å

Positions of all 14 atoms, in Å:
O  -3.365  -0.141  2.258
C  -2.475  -0.929  1.971
O  -2.269  -2.094  1.873
Gd  -2.629  2.263  2.339
N  0.722  -0.570  0.017
S  0.682  0.115  1.488
O  1.462  1.399  1.497
O  -1.013  0.433  1.711
S  0.461  0.412  -1.287
O  -0.646  -0.183  -2.128
C  1.984  -0.098  -2.247
F  3.084  0.227  -1.574
F  2.011  -1.398  -2.510
F  1.991  0.561  -3.407

The Löwdin scheme yields these atomic charges, measured in e: -0.14, -0.49, 0.18, 1.13, -0.46, 0.81, -0.45, -0.71, 0.94, -0.42, -0.77, 0.12, 0.14, 0.12

---

- What is the formula in the first record?
  C10H16NO5S

---

- Which formula does entry 3 have?
  C12H7F5NO5SV